# 1
Here is a 3-piece molecular cluster, C24H42N2O2S2Si overall at a distorted geometry from OMol25. Energies are from ωB97M-V/def2-TZVPD.

## Properties
orbital gap = 8.51 eV
ΔE to the lowest compared entry with this formula, charge and spin = 1331.7 kJ/mol
LUMO = 0.38 eV
HOMO = -0.2987 Ha

The geometry in ORCA input format:
```
! wB97M-V def2-TZVPD RIJCOSX def2/J DEFGRID3
* xyz 0 1
C 2.08213 0.30167 1.92448
Si 2.67144 1.62654 0.63906
C 1.61387 1.36697 -0.99579
C 2.61947 3.43283 1.30402
C 1.13884 3.93851 1.81806
C -0.01646 3.84718 0.65926
C -1.31240 4.82488 0.88707
C -2.10834 4.87277 -0.58329
C -3.65036 4.32157 -0.50611
C -3.80755 2.85578 0.21979
C -4.73819 1.78049 -0.64655
C -5.12808 0.44868 0.28660
C -5.68876 -0.79256 -0.66185
N -6.16683 -1.71684 -1.43295
C -6.28080 0.78693 1.42534
C -5.52418 1.08959 2.87600
N -4.90655 1.62099 3.88324
C 4.49315 1.10190 0.12401
C 5.34891 -0.09483 0.85827
C 6.85881 -0.40181 0.21803
C 7.46046 0.42692 -1.07835
C 6.60241 1.65690 -1.80536
C 5.10569 1.96252 -1.17263
H 0.99393 0.58483 2.32607
H 2.07136 -0.74271 1.36202
H 2.86701 0.21868 2.79185
H 1.67461 2.36544 -1.62848
H 2.02962 0.49003 -1.65952
H 0.47504 1.24058 -0.70863
H 3.32168 3.45850 2.26906
H 3.08298 4.24120 0.57091
H 1.27873 5.07497 2.14221
H 0.78955 3.36857 2.78259
H 0.51606 4.13339 -0.36718
H -0.40415 2.74277 0.62090
H -1.04215 5.93489 1.19362
H -1.98496 4.33121 1.73268
H -1.53134 4.13924 -1.32715
H -2.06681 5.93505 -1.07904
H -4.29705 5.15687 0.00024
H -4.02434 4.17594 -1.63064
H -2.78352 2.32925 0.46960
H -4.42759 3.05192 1.22085
H -4.15638 1.39377 -1.60443
H -5.76668 2.25626 -0.98933
H -4.16628 0.01604 0.84260
H -7.02793 -0.13628 1.53545
H -6.91333 1.71383 1.03849
H 4.89836 -0.71291 1.77464
H 7.51085 -1.25727 0.67954
H 8.52081 0.20650 -1.57525
H 7.00133 2.27767 -2.72291
H 4.45247 2.81245 -1.69300
C 0.31937 -2.99446 -2.12386
S 1.02712 -3.49998 -0.53738
O 1.11975 -2.27674 0.32504
C 2.68724 -3.84611 -1.16968
H -0.71874 -2.69395 -1.95971
H 0.87893 -2.14936 -2.53248
H 0.34441 -3.83479 -2.82163
H 3.10428 -2.95034 -1.63590
H 2.63820 -4.65979 -1.89728
H 3.32018 -4.14741 -0.33214
C -2.56206 -7.42920 -0.15612
S -0.94143 -6.96605 0.50147
O -0.49258 -5.73670 -0.23058
C -0.04210 -8.37299 -0.19663
H -3.28414 -6.65971 0.12920
H -2.51962 -7.49729 -1.24600
H -2.87071 -8.38722 0.26884
H -0.15136 -8.38471 -1.28365
H -0.42958 -9.30147 0.22961
H 1.01432 -8.26998 0.06075
*
```

***

# 2
Here is one molecule with the formula C24H42N6O6 at a distorted geometry from OMol25. Energies are from ωB97M-V/def2-TZVPD.

## Properties
orbital gap = 9.86 eV
ΔE to the lowest compared entry with this formula, charge and spin = 33.3 kJ/mol
LUMO = 0.66 eV
HOMO = -0.3384 Ha

The geometry in ORCA input format:
```
! wB97M-V def2-TZVPD RIJCOSX def2/J DEFGRID3
* xyz 0 1
C -1.18846 -1.48836 7.02987
C -0.63157 -0.77775 5.80179
C -0.11617 -1.74835 4.73355
C 1.12260 -2.50483 5.20610
C 0.23527 -0.98897 3.44018
C 0.49474 -1.96409 2.27326
O 0.08928 -3.11103 2.30927
N 1.11525 -1.45999 1.19267
C 1.63304 -0.11591 1.01875
C 1.37420 0.33977 -0.41081
N 2.07472 -0.51913 -1.34596
C 2.43110 -0.02998 -2.55578
O 2.20419 1.11047 -2.89628
O 3.06018 -0.96631 -3.28961
C 3.47907 -0.66906 -4.64261
C 2.27461 -0.28660 -5.50269
C 4.09179 -1.98122 -5.13512
C 4.52722 0.44325 -4.64096
C 2.30949 -1.87855 -0.91308
C 1.18663 -2.31533 0.01424
N -0.84828 -0.15321 2.98921
C -2.01372 -0.55453 2.44198
C -2.65746 0.62012 2.11547
C -3.98423 0.84334 1.46525
C -4.82897 1.78688 2.34347
O -4.30460 3.08053 2.36717
N -3.83639 1.46030 0.15935
C -2.77815 1.26952 -0.66424
O -1.89994 0.45636 -0.47349
O -2.89475 2.09084 -1.71736
C -1.83023 2.21472 -2.69651
C -0.61082 2.85882 -2.03294
C -1.48584 0.86336 -3.32096
C -2.41226 3.14365 -3.76262
N -1.85768 1.64124 2.49237
N -0.78074 1.16935 3.00553
H -1.62815 -0.76367 7.71093
H -0.40867 -2.02302 7.56477
H -1.95952 -2.19949 6.74160
H -1.42452 -0.15803 5.37756
H 0.17933 -0.10985 6.10130
H -0.89849 -2.47581 4.49522
H 0.88964 -3.10538 6.07974
H 1.92037 -1.81038 5.46347
H 1.47394 -3.17286 4.42488
H 1.09193 -0.33670 3.62991
H 2.71029 -0.10564 1.23069
H 1.14017 0.58903 1.68662
H 0.29441 0.31277 -0.59681
H 1.72802 1.36222 -0.55851
H 1.51121 -1.05963 -5.44213
H 1.85296 0.65265 -5.15639
H 2.58457 -0.17600 -6.53795
H 3.34530 -2.77106 -5.12088
H 4.91547 -2.27270 -4.48885
H 4.46112 -1.86069 -6.14895
H 4.88813 0.60855 -5.65213
H 4.09169 1.36452 -4.26449
H 5.36610 0.16486 -4.00664
H 2.34118 -2.53096 -1.78710
H 3.27645 -1.95378 -0.39763
H 1.34072 -3.34304 0.35195
H 0.22845 -2.27095 -0.51656
H -2.27297 -1.58234 2.31128
H -4.49157 -0.12697 1.36328
H -5.84147 1.86673 1.93757
H -4.89279 1.35978 3.35671
H -3.35069 3.01245 2.54970
H -4.40515 2.27408 -0.02023
H -0.47114 2.44641 -1.03813
H -0.75317 3.93270 -1.93845
H 0.28596 2.66073 -2.61263
H -2.38206 0.40202 -3.73155
H -0.76374 1.01259 -4.11841
H -1.05616 0.19617 -2.58130
H -3.25447 2.66919 -4.25962
H -1.64801 3.37670 -4.49786
H -2.75780 4.06550 -3.30247
*
```

***

# 3
Here is C24H42NP3SY as an isolated structure at a distorted geometry from OMol25. Energies are from ωB97M-V/def2-TZVPD.

## Properties
orbital gap (spin up / spin down) = 6.56 / 5.30 eV
ΔE to the lowest compared entry with this formula, charge and spin = 136.5 kJ/mol
LUMO (spin up / spin down) = -9.63 / -10.95 eV
HOMO (spin up / spin down) = -0.5952 / -0.5971 Ha

The geometry in ORCA input format:
```
! wB97M-V def2-TZVPD RIJCOSX def2/J DEFGRID3
* xyz 3 1
Y 1.23031 2.33580 -1.12433
P -0.89995 -0.34153 1.55857
P 2.84801 1.49257 0.98884
P -1.80401 -2.15855 -2.60970
H 2.63264 1.24365 -3.32973
C 1.55536 1.26533 -3.05233
C 0.82034 2.47700 -3.28857
H 1.33730 3.34789 -3.72818
C -0.55336 -2.09375 2.03648
C -0.69038 0.38683 3.23460
C -2.74674 -0.44426 1.60860
C 4.54435 2.09242 0.71245
C 2.29046 2.38491 2.48679
C 3.06347 -0.22943 1.54005
C -1.98028 -2.35766 -4.41186
C -2.61588 -0.58886 -2.15340
C -2.72780 -3.48682 -1.81894
H 1.05174 0.28533 -2.99166
H -0.27158 2.46840 -3.41967
H -0.92349 -2.28675 3.05194
H 0.52723 -2.28716 1.99408
H -1.04084 -2.77367 1.32404
H -1.25216 -0.22113 3.95750
H -1.07228 1.41559 3.25622
H 0.37032 0.39309 3.51499
H -3.05654 -0.85214 2.58224
H -3.12138 -1.10176 0.81281
H -3.19267 0.55216 1.47929
H 4.65599 3.04964 1.23158
H 4.76962 2.24458 -0.35311
H 5.24640 1.34909 1.11533
H 2.37864 1.72238 3.35358
H 1.24263 2.71367 2.41604
H 2.90151 3.27732 2.66735
H 4.04450 -0.34600 2.02429
H 3.01135 -0.93498 0.69921
H 2.27251 -0.50339 2.25067
H -2.81627 -3.01022 -4.68821
H -1.04845 -2.74203 -4.86331
H -2.20300 -1.35967 -4.80696
H -3.69306 -0.74096 -1.97013
H -2.50122 0.10388 -2.99803
H -2.15602 -0.14335 -1.25386
H -3.26440 -4.01797 -2.61617
H -3.43825 -3.09266 -1.07525
H -2.00384 -4.15917 -1.33604
C 2.42649 -3.03404 -1.09842
C 2.99678 -4.25276 -0.66313
C 4.39195 -4.37874 -0.56885
C 5.23135 -3.30727 -0.91313
C 4.67418 -2.15737 -1.49669
C 3.28563 -2.03315 -1.57525
S 0.74020 -2.63723 -0.81590
H -0.06757 -2.49133 -1.94453
H 2.33030 -5.06701 -0.38250
H 4.82667 -5.31872 -0.21639
H 6.31343 -3.35745 -0.74469
H 5.32170 -1.35878 -1.88824
H 2.83845 -1.13465 -1.98175
N -0.94603 2.36734 -0.58792
C -1.86293 2.61414 0.11890
C -2.86187 3.14533 0.93012
C -2.50849 3.75894 2.15751
C -3.52336 4.27484 2.96711
C -4.86304 4.18817 2.57129
C -5.20064 3.61408 1.34477
C -4.21338 3.07188 0.52247
H -1.45430 3.78914 2.46391
H -3.25604 4.71972 3.92671
H -5.64418 4.54203 3.24451
H -6.23893 3.54483 1.03502
H -4.45720 2.57039 -0.41305
*
```

***

# 4
Here is a 4-piece molecular cluster, C24H43BBrClFO16S2 overall at a distorted geometry from OMol25. Energies are from ωB97M-V/def2-TZVPD.

## Properties
orbital gap = 6.51 eV
LUMO = 1.92 eV
HOMO = -0.1685 Ha

The geometry in ORCA input format:
```
! wB97M-V def2-TZVPD RIJCOSX def2/J DEFGRID3
* xyz -1 1
C 0.12077 -5.08177 -5.57828
O 1.45731 -4.59816 -5.45419
C 1.45611 -3.25000 -4.94099
C 2.92050 -2.71731 -4.97783
C 3.56663 -3.03524 -6.36560
C 2.65805 -2.74693 -7.59111
O 2.35107 -3.61347 -8.30142
F 2.22568 -1.45407 -7.79724
O 3.61835 -3.64422 -4.11069
B 3.61645 -3.09482 -2.74705
C 4.82229 -3.48771 -1.68863
C 5.57335 -2.24738 -1.11261
O 6.62498 -1.97111 -1.54360
Br 4.73804 -1.12950 0.31183
O 3.14654 -1.68622 -2.85241
C 3.28427 -1.36535 -4.20913
S 5.15179 -1.03839 -4.29570
C 2.70347 -0.00453 -4.69407
C 1.14353 0.12795 -4.66230
C 0.45169 -0.30504 -3.33187
C 1.03078 0.37726 -2.05694
S 0.43650 -0.63342 -0.62752
O -1.02564 -0.69058 -0.61032
O 0.90625 -1.99347 -0.73294
Cl 1.15568 0.07497 1.17511
H -0.06633 -5.27476 -6.65878
H -0.63768 -4.36110 -5.19867
H 0.00259 -6.02548 -4.99297
H 1.01281 -3.30273 -3.92399
H 0.79272 -2.65276 -5.62274
H 3.78110 -4.12349 -6.36808
H 4.53693 -2.53009 -6.55057
H 2.63926 -3.64237 -2.24544
H 4.31771 -3.94614 -0.80341
H 5.54692 -4.24320 -2.05867
H 5.49898 -0.93253 -5.61953
H 3.22225 0.81325 -4.15192
H 3.00624 0.09560 -5.76523
H 0.92465 1.22196 -4.78904
H 0.65709 -0.35684 -5.54119
H 0.48075 -1.40199 -3.15367
H -0.63422 -0.04173 -3.38047
H 2.13870 0.36458 -1.97990
H 0.68752 1.41951 -1.88134
C 7.09356 -0.79779 6.00507
C 6.15120 -1.61705 6.86435
O 4.80228 -1.14893 6.75162
C 4.16647 -1.49960 5.62521
O 4.62075 -2.16574 4.73366
O 2.94087 -0.96465 5.65874
C 2.17998 -1.18089 4.46712
H 6.99869 0.26455 6.23871
H 8.12766 -1.10654 6.16683
H 6.86424 -0.91460 4.94541
H 6.42802 -1.50760 7.91365
H 6.20825 -2.68031 6.62385
H 2.13173 -2.23923 4.21412
H 2.61010 -0.61067 3.64368
H 1.16899 -0.82117 4.64941
C -4.81207 5.39139 0.27620
C -3.98031 4.70064 1.33850
O -4.24746 3.29450 1.37686
C -3.68675 2.57139 0.39467
O -2.98710 2.99941 -0.48763
O -4.05598 1.30192 0.55826
C -3.60281 0.42185 -0.48240
H -5.87230 5.17046 0.41642
H -4.66588 6.47210 0.31596
H -4.54195 5.04659 -0.72250
H -4.24914 5.09226 2.32057
H -2.91348 4.88351 1.19778
H -2.52687 0.49205 -0.62146
H -4.12724 0.64909 -1.41298
H -3.84635 -0.59623 -0.18691
C -7.47798 5.40043 7.20927
C -8.71862 4.76592 6.61286
O -8.56529 4.54129 5.20668
C -7.80377 3.49124 4.87134
O -7.26215 2.73525 5.63655
O -7.73707 3.43877 3.53896
C -6.87231 2.41307 3.03715
H -7.21499 6.31059 6.66666
H -7.63955 5.64699 8.25992
H -6.62096 4.72937 7.14389
H -9.56393 5.44557 6.72535
H -8.98066 3.83664 7.12210
H -7.13525 1.43818 3.44664
H -5.83624 2.65731 3.26431
H -6.99078 2.37753 1.95668
*
```